Entry 1:
Entry from OMol25: C34H53ClCrN5PS3Sb as an isolated structure (ωB97M-V/def2-TZVPD).

Summary:
Energy relative to the best compared isomer or geometry (same formula, charge and spin) = 3.035 eV
Largest force on an atom = 0.584 eV Å⁻¹
Frontier orbital gap (spin up / spin down) = 4.92 / 4.92 eV
E_HOMO (spin up / spin down) = -1.0 / -1.0 eV

Geometry as ORCA input:
```
! wB97M-V def2-TZVPD RIJCOSX def2/J DEFGRID3
* xyz -2 2
Cr 0.2619 -2.0188 -0.6173
S -1.7971 -3.0176 -0.6166
C -1.7815 -4.1623 -1.9471
C -2.9951 -4.8922 -2.2032
N -3.9693 -5.4807 -2.3893
C -0.6831 -4.3349 -2.7362
S 0.7858 -3.4759 -2.4860
C -0.7403 -5.2570 -3.8527
N -0.7836 -5.9777 -4.7519
Cl 1.4135 -2.5084 3.7118
C 2.5114 -1.8965 2.4928
C 3.4554 -0.9711 2.9083
C 4.4315 -0.5415 2.0249
C 4.4537 -1.0606 0.7344
C 3.4750 -1.9482 0.3277
C 2.4468 -2.3739 1.1795
C 1.3410 -3.2149 0.6667
H 3.4027 -0.5884 3.9174
H 5.1612 0.1929 2.3430
H 5.2155 -0.7457 0.0313
H 3.4550 -2.3027 -0.6970
H 0.6786 -3.5446 1.4668
H 1.6820 -4.0590 0.0670
C 0.4504 4.5597 1.3128
C 0.6814 3.2569 1.9868
C 1.0952 3.0688 3.2763
C 1.1421 1.8394 3.9123
N 0.6866 0.7442 3.2298
C 0.2801 0.7559 2.0367
S -0.6238 -0.4940 1.2000
N 0.2610 2.0742 1.2030
H 0.5692 5.3622 2.0435
H -0.5731 4.6471 0.9140
H 1.1178 4.7804 0.4695
H 1.3912 3.9651 3.8165
H 1.4762 1.6992 4.9260
C -1.4716 -0.3171 -3.4646
C -0.1735 0.3691 -3.9364
C 0.5076 -0.6063 -4.9138
C -0.5277 1.6391 -4.7213
P 0.9815 0.5922 -2.4788
N 1.1136 -0.6486 -1.5839
C 0.3937 2.0963 -1.4473
C 0.7343 3.4770 -2.0275
C 1.0760 1.8740 -0.0635
C -1.1354 2.0142 -1.3395
C 2.7212 0.9950 -3.1221
C 3.5575 1.4561 -1.9185
C 3.3654 -0.3166 -3.6066
C 2.8565 2.0484 -4.2247
H -1.8669 -0.9207 -4.2847
H -2.2389 0.4012 -3.1810
H -1.3237 -0.9997 -2.6208
H -0.2338 -0.9050 -5.6590
H 0.8552 -1.5090 -4.4086
H 1.3372 -0.1432 -5.4457
H -1.1244 1.3403 -5.5898
H 0.3477 2.1640 -5.0987
H -1.1269 2.3470 -4.1524
H 1.7941 3.7179 -1.9509
H 0.1879 4.2526 -1.4864
H 0.4483 3.5611 -3.0745
H 1.9275 2.5407 0.0518
H 1.4269 0.8405 0.0009
H -0.7207 2.1793 0.9314
H -1.6032 2.1635 -2.3081
H -1.5029 2.8359 -0.7141
H -1.4803 1.0740 -0.9087
H 3.4764 0.7597 -1.0866
H 3.2898 2.4535 -1.5731
H 4.6072 1.4932 -2.2259
H 3.1150 -1.1373 -2.9368
H 4.4506 -0.1808 -3.6175
H 3.0568 -0.5908 -4.6131
H 2.4417 3.0161 -3.9430
H 2.3956 1.7350 -5.1595
H 3.9225 2.1974 -4.4297
C -5.5180 -0.7652 5.1047
C -5.4459 -1.4240 3.7344
Sb -3.6439 -1.1039 2.4881
C -2.6609 0.3308 3.7625
C -2.7595 1.7481 3.2167
C -2.5568 -2.8048 3.2479
C -2.6840 -3.0577 4.7422
H -6.4581 -0.9829 5.6235
H -5.4363 0.3204 5.0304
H -4.7085 -1.0957 5.7544
H -6.2798 -1.0831 3.1161
H -5.5648 -2.5060 3.8246
H -1.6179 0.0122 3.7695
H -3.0426 0.2666 4.7792
H -2.3752 1.7824 2.1960
H -2.1809 2.4622 3.8076
H -3.7935 2.1025 3.1785
H -1.5228 -2.5859 2.9767
H -2.8543 -3.6769 2.6613
H -2.3327 -2.2011 5.3202
H -2.0848 -3.9192 5.0514
H -3.7123 -3.2572 5.0455
*
```

Here are the Löwdin charges for atoms 1 to 4, given in e: -0.032, 0.600, -0.713, -0.303

=====

Entry 2:
Entry from OMol25: C34H54AlBrCl2F6I2Li2MgN5O3S as an isolated structure (ωB97M-V/def2-TZVPD).

Summary:
Largest force on an atom = 3.348 eV Å⁻¹
Frontier orbital gap = 2.79 eV
E_HOMO = -6.4 eV

Geometry as ORCA input:
```
! wB97M-V def2-TZVPD RIJCOSX def2/J DEFGRID3
* xyz 0 2
C -0.4717 3.3906 0.8792
O -0.3760 1.9698 0.7457
C 0.9755 1.5227 0.8505
C 1.0898 0.1681 1.5985
C 1.9169 0.3059 2.9195
I 1.0878 1.8894 4.1906
C 3.4458 0.5367 2.8760
C 3.9622 1.7682 2.1292
I 4.0623 0.8719 4.9601
N -0.2698 -0.0881 2.1687
C -0.6113 -1.3055 2.1973
C 0.4191 -2.2946 1.5691
C -0.5424 -3.3139 0.8795
C -0.1791 -4.8143 0.9859
C 0.9491 -5.2638 0.0437
C 1.0932 -6.7982 -0.0067
N 0.8453 -7.4203 1.2781
C 1.0470 -3.0108 2.7375
C 0.3591 -3.0228 3.9493
C 0.7999 -3.7431 5.0060
C 2.0031 -4.5063 4.9566
C 2.7068 -4.4683 3.7689
C 2.2138 -3.7479 2.6807
C 1.1663 -1.1684 0.7612
C 0.6736 -1.0788 -0.6901
C -0.7592 -0.5006 -0.8950
S -1.6624 -1.5683 -2.0835
C -2.8836 -2.4220 -1.2404
N -3.8062 -3.2198 -1.7474
N -4.4862 -3.7562 -0.7121
C -4.0227 -3.2900 0.4178
O -3.0308 -2.4469 0.1058
C 2.6909 -1.3721 0.5169
C 3.0948 -2.4586 -0.4976
F 3.2547 -0.1630 0.0799
H 0.3564 3.9156 0.3966
H -1.3921 3.7268 0.4027
H -0.5586 3.6122 1.9465
H 1.3699 1.4236 -0.1669
H 1.5346 2.3296 1.3188
H 1.7389 -0.5831 3.5257
H 4.0648 -0.3165 2.6205
H 5.0499 1.7651 2.0898
H 3.6981 2.6623 2.7040
H 3.5408 1.9060 1.1373
H -0.9275 0.5749 2.5865
H -1.5797 -1.5467 2.6208
H -1.4878 -3.2388 1.4171
H -0.7911 -3.1255 -0.1613
H -0.0963 -5.1452 2.0712
H -1.0833 -5.3474 0.6177
H 0.6601 -4.9556 -0.9707
H 1.9255 -4.8668 0.2900
H 2.1243 -7.0222 -0.3116
H 0.4407 -7.2179 -0.7851
H 1.6039 -7.1470 1.9115
H 0.8669 -8.4272 1.1793
H -0.5905 -2.5279 4.1186
H 0.1586 -3.7287 5.9043
H 2.4066 -5.1280 5.7765
H 3.6313 -5.0174 3.6775
H 2.8012 -3.8017 1.7763
H 1.3629 -0.5268 -1.3197
H 0.6316 -2.0717 -1.1258
H -0.6862 0.4528 -1.4195
H -1.3411 -0.3021 -0.0056
H -4.3271 -3.5386 1.4211
H 3.1954 -1.6048 1.4558
H 2.3392 -3.1859 -0.7406
H 3.3793 -1.9828 -1.4566
H 3.9783 -2.9777 -0.1059
C -2.7399 4.4650 -4.3551
C -1.4963 4.4177 -3.4377
C -1.7173 5.3195 -2.2278
C -1.6264 6.8089 -2.5601
C -0.3183 7.1239 -3.2859
C -0.0834 6.2407 -4.5144
N -0.2717 4.7924 -4.2048
O 0.7675 4.3770 -3.5480
C -1.0260 6.6756 -5.6538
C 1.3136 6.5123 -5.0683
C -1.4309 2.9773 -2.9596
H -3.2121 5.4449 -4.3931
H -2.4927 4.1568 -5.3716
H -3.5114 3.7849 -3.9942
H -0.9739 5.0898 -1.4590
H -2.6919 5.1069 -1.7818
H -2.4821 7.1212 -3.1651
H -1.6829 7.3923 -1.6387
H -0.3079 8.1743 -3.5852
H 0.5097 6.9985 -2.5806
H -0.9406 6.0006 -6.5066
H -0.7556 7.6732 -6.0011
H -2.0722 6.7363 -5.3674
H 2.0944 6.3426 -4.3289
H 1.3913 7.5539 -5.3796
H 1.5201 5.8861 -5.9375
H -1.2718 2.2813 -3.7864
H -2.3669 2.6991 -2.4728
H -0.6430 2.8223 -2.2214
F -3.5960 0.1066 -0.3547
Al -3.9221 1.2774 0.8361
F -3.7837 2.8256 0.2119
F -2.8709 1.0633 2.1518
F -5.5506 0.9928 1.3441
Li -5.9708 -0.9144 0.1497
F 3.2070 -6.1529 2.0347
Li -3.5917 -5.9479 -0.7040
Br -0.9467 -6.0867 3.7548
Mg 0.6000 -4.8455 6.9519
Cl -1.8262 -3.0187 6.6915
Cl 2.0167 -2.4904 -3.0573
*
```

Here are the Löwdin charges for atoms 1 to 4, given in e: -0.078, -0.222, -0.162, -0.271

=====

Entry 3:
Entry from OMol25: C34H54AsN2O2S4Sn as an isolated structure (ωB97M-V/def2-TZVPD).

Summary:
Energy relative to the best compared isomer or geometry (same formula, charge and spin) = 0.254 eV
Largest force on an atom = 0.653 eV Å⁻¹
Frontier orbital gap = 6.54 eV
E_HOMO = -4.5 eV

Geometry as ORCA input:
```
! wB97M-V def2-TZVPD RIJCOSX def2/J DEFGRID3
* xyz -1 1
Sn 0.5099 0.1298 2.3713
C 0.7732 3.2423 4.1423
N 1.6685 2.6135 3.1653
C 3.0074 2.4728 3.7621
C 1.8184 3.4048 1.9447
C 1.8771 2.5048 0.7249
N 0.6388 1.7154 0.6078
C -0.5334 2.6434 0.6120
C -1.8120 1.9840 0.2011
C -2.5479 2.4173 -0.8857
C -3.7422 1.7942 -1.2307
C -4.1397 0.7099 -0.4525
C -3.4195 0.2252 0.6398
C -2.2329 0.8997 0.9769
O -1.4967 0.5575 2.0319
C -3.8883 -0.9928 1.4377
C -4.1359 -0.5979 2.9012
C -5.1942 -1.5723 0.8865
C -2.8281 -2.1025 1.3644
C -4.5607 2.3155 -2.4120
C -5.8223 1.4865 -2.6544
C -3.7103 2.2736 -3.6893
C -4.9856 3.7647 -2.1365
C 0.6300 0.9743 -0.6816
C 1.6511 -0.0989 -0.8794
C 2.5754 -0.0370 -1.9048
C 3.3523 -1.1472 -2.2252
C 3.0937 -2.3150 -1.5128
C 2.1492 -2.4299 -0.4905
C 1.4685 -1.2609 -0.1124
O 0.5804 -1.2323 0.8848
C 1.8238 -3.8018 0.1118
C 2.1792 -3.8562 1.6004
C 0.3196 -4.0734 -0.0591
C 2.5782 -4.9345 -0.5891
C 4.3779 -1.0678 -3.3534
C 3.6686 -0.7072 -4.6663
C 5.1177 -2.3899 -3.5588
C 5.4145 0.0158 -3.0270
H 1.0757 4.2834 4.3281
H 0.8276 2.6830 5.0764
H -0.2548 3.2210 3.7776
H 3.3998 3.4785 3.9819
H 3.6725 1.9654 3.0677
H 2.9577 1.9054 4.6886
H 2.7340 4.0043 2.0009
H 0.9936 4.1103 1.8497
H 2.7305 1.8249 0.7631
H 1.9886 3.1276 -0.1742
H -0.3172 3.4857 -0.0574
H -0.6457 3.0259 1.6251
H -2.1731 3.2555 -1.4658
H -5.0585 0.2071 -0.7104
H -4.8777 0.2031 2.9582
H -3.2223 -0.2594 3.3862
H -4.5187 -1.4580 3.4565
H -6.0140 -0.8513 0.9327
H -5.4771 -2.4343 1.4935
H -5.0881 -1.9132 -0.1460
H -1.8762 -1.7808 1.7772
H -2.6661 -2.4109 0.3285
H -3.1628 -2.9733 1.9341
H -5.5816 0.4493 -2.8955
H -6.3771 1.9070 -3.4960
H -6.4814 1.4918 -1.7843
H -3.3945 1.2515 -3.9067
H -2.8133 2.8869 -3.5937
H -4.2836 2.6465 -4.5425
H -5.5725 3.8241 -1.2179
H -5.5930 4.1493 -2.9604
H -4.1188 4.4172 -2.0213
H 0.6761 1.7235 -1.4836
H -0.3359 0.4782 -0.7562
H 2.6568 0.8849 -2.4726
H 3.6504 -3.2010 -1.7756
H 1.6134 -3.1234 2.1663
H 3.2420 -3.6638 1.7589
H 1.9430 -4.8433 2.0059
H -0.2752 -3.3274 0.4617
H 0.0732 -5.0578 0.3462
H 0.0437 -4.0590 -1.1176
H 3.6572 -4.8672 -0.4314
H 2.3833 -4.9642 -1.6642
H 2.2429 -5.8823 -0.1638
H 2.9096 -1.4534 -4.9092
H 4.3867 -0.6640 -5.4896
H 3.1738 0.2627 -4.5990
H 4.4336 -3.1962 -3.8297
H 5.6615 -2.6896 -2.6610
H 5.8419 -2.2793 -4.3690
H 4.9434 0.9928 -2.9083
H 6.1547 0.0917 -3.8281
H 5.9356 -0.2193 -2.0970
S 1.6832 -2.8942 5.8416
As 1.6553 -0.8933 5.2680
S 2.6664 -0.6069 3.2407
S -0.4022 -0.3306 4.5100
S 2.3503 0.5312 6.6570
*
```

Here are the Löwdin charges for atoms 1 to 4, given in e: 0.747, -0.092, -0.297, -0.170

=====

Entry 4:
Entry from OMol25: a 15-piece molecular cluster, C34H54Cl28N2O5P overall (ωB97M-V/def2-TZVPD).

Summary:
Largest force on an atom = 6.665 eV Å⁻¹
Frontier orbital gap = 6.13 eV
E_HOMO = -4.7 eV

Geometry as ORCA input:
```
! wB97M-V def2-TZVPD RIJCOSX def2/J DEFGRID3
* xyz -1 1
C 4.4011 -2.8437 1.5481
C 4.2718 -2.7428 0.1412
C 3.4999 -1.6167 -0.6841
C 4.2174 -0.1453 -0.6589
P 6.0953 -0.5422 -0.4942
N 6.5348 -1.4852 -1.7520
C 3.6322 0.8835 0.4668
C 2.8410 0.3059 1.7320
C 1.4126 1.0175 2.0191
C 0.2146 0.3655 1.1674
C -0.2093 -1.0843 1.5538
C -1.3292 -1.8990 0.8708
C -2.0628 -1.2126 -0.3330
C -1.6536 0.2325 -0.7437
C -0.5189 1.0470 -0.0107
C 4.8517 1.6936 1.1941
C 4.3176 3.0150 1.9707
O 3.8770 2.9970 3.1507
O 4.3781 4.2938 1.3427
C 2.6952 1.8021 -0.4521
O 2.1915 2.9336 -0.3046
N 2.4953 1.0903 -1.7633
C 3.9205 0.6464 -2.0588
C 4.1973 -0.1126 -3.4494
C 2.9953 0.1064 -4.5278
C 4.6370 2.0603 -2.3214
O 5.8359 2.3820 -2.0108
O 3.9059 3.0217 -3.0340
H 4.5105 -3.8077 2.1490
H 4.4229 -1.8692 2.1687
H 4.7948 -3.5675 -0.4760
H 3.3532 -2.0240 -1.7372
H 2.4343 -1.5277 -0.2377
H 6.4144 -1.1374 0.7809
H 6.9111 0.6308 -0.5927
H 6.9310 -2.3733 -1.3786
H 2.6313 -0.8128 1.7386
H 3.4641 0.5093 2.6862
H 1.1711 0.7521 3.1215
H 1.4466 2.1543 1.9787
H 0.3437 -1.5843 2.4228
H -1.6090 -2.9579 1.2239
H -2.9016 -1.7971 -0.8480
H -2.2491 0.7014 -1.6129
H -0.2515 2.1292 -0.3370
H 5.6337 2.0767 0.4564
H 5.4238 1.0117 1.9332
H 4.8120 4.1698 0.4656
H 1.8136 0.3137 -1.6508
H 4.4932 -1.2083 -3.3473
H 5.1080 0.4193 -3.9231
H 3.1350 -0.7535 -5.2905
H 3.1998 1.0681 -5.1108
H 1.9587 0.0788 -4.0578
C -6.0171 -1.6311 0.6019
Cl -6.3985 -3.0052 -0.4455
Cl -4.2709 -1.3520 0.6748
H -6.5032 -0.7398 0.2067
H -6.3821 -1.8345 1.6075
C -5.6906 0.2260 4.2697
Cl -6.2407 1.5821 3.2814
Cl -6.5757 -1.2525 3.8643
H -4.6285 0.0637 4.0908
H -5.8563 0.4614 5.3161
C 6.0223 -1.4705 -6.6950
Cl 5.8716 -0.7147 -8.2865
Cl 4.6302 -2.5001 -6.3417
H 6.9254 -2.0784 -6.6761
H 6.0862 -0.6905 -5.9371
C -5.9890 -1.0326 -4.1310
Cl -4.4990 -0.5333 -3.3211
Cl -5.7628 -2.5425 -5.0180
H -6.7678 -1.1760 -3.3829
H -6.2878 -0.2561 -4.8298
C -3.4923 1.7102 7.0765
Cl -3.7147 2.3694 5.4481
Cl -4.8440 0.6704 7.5497
H -2.5731 1.1267 7.0990
H -3.4223 2.5364 7.7826
C -4.0471 -5.7255 -4.7054
Cl -4.4366 -7.0943 -5.7555
Cl -2.3025 -5.4553 -4.6278
H -4.5258 -4.8314 -5.0982
H -4.4180 -5.9321 -3.7026
C 2.1402 3.5633 -6.4881
Cl 2.6488 4.0866 -8.1005
Cl 1.1044 2.1333 -6.5771
H 3.0243 3.3238 -5.8970
H 1.5871 4.3711 -6.0122
C 9.3464 2.2128 1.2420
Cl 8.8856 0.5918 1.7844
Cl 8.3290 2.7551 -0.0965
H 9.2370 2.9076 2.0736
H 10.3841 2.1927 0.9120
C -9.2061 1.8909 -4.6067
Cl -7.4577 1.9691 -4.3684
Cl -9.8313 0.2608 -4.3128
H -9.6857 2.5818 -3.9149
H -9.4357 2.1775 -5.6319
C -1.2306 -0.8498 5.3646
Cl -0.5001 0.7522 5.5243
Cl -1.6383 -1.2040 3.6794
H -0.5239 -1.5972 5.7221
H -2.1398 -0.8854 5.9647
C 2.0453 -3.7920 5.9065
Cl 2.5009 -3.0153 4.3862
Cl 1.5443 -2.5981 7.1113
H 1.2179 -4.4754 5.7206
H 2.9009 -4.3447 6.2915
C -4.3299 3.9681 10.3538
Cl -3.4932 2.5179 10.9209
Cl -3.5121 4.6715 8.9532
H -5.3477 3.7019 10.0720
H -4.3495 4.7025 11.1575
C -2.7182 4.6371 0.2636
Cl -2.6544 5.0265 1.9872
Cl -1.5981 3.3255 -0.1375
H -3.7309 4.3276 0.0083
H -2.4478 5.5233 -0.3095
C -8.8983 -4.6664 -4.4901
Cl -8.9823 -3.1349 -3.6104
Cl -7.4770 -5.6051 -4.0147
H -9.7930 -5.2476 -4.2721
H -8.8442 -4.4583 -5.5577
*
```

Here are the Löwdin charges for atoms 1 to 4, given in e: -0.083, -0.199, -0.147, -0.319